Entry 1:
111
Properties=species:S:1:pos:R:3:forces:R:3 method="wB97M-V/def2-TZVPD" charge=-1 lumo_energy_ev="2.284 / 1.438" homo_ev="-3.215 / -4.122" relative_energy_ev=0.000 multiplicity=3 orbital_gap_ha="0.2021 / 0.2043"
Ti 0.2749 0.7174 -0.2481 1.2 0.5 -2.1
C 2.0158 -2.2698 -7.0678 0.0 0.0 0.0
C 1.4718 -3.2554 -6.2584 0.0 0.0 0.0
C 1.2792 -3.0128 -4.9043 0.0 0.0 0.0
C 1.6211 -1.7874 -4.3399 0.0 0.1 0.1
C 2.1783 -0.8080 -5.1615 0.0 0.0 0.0
C 2.3680 -1.0444 -6.5133 0.0 0.0 0.0
C 1.3778 -1.5306 -2.8922 0.1 -0.1 -0.1
C 0.1222 -1.6513 -2.4361 -0.3 0.1 -0.1
C -1.0278 -1.3696 -3.3255 0.2 0.0 0.0
C -1.6012 -0.1778 -3.1415 0.1 0.1 0.1
C -1.2857 0.7419 -2.0282 -0.3 -0.1 0.0
C -2.2863 1.6255 -1.7688 -0.1 0.1 0.0
C -3.5944 1.7552 -2.4792 0.0 0.0 0.1
C -3.9411 2.9430 -3.1214 0.0 0.0 0.0
C -5.1773 3.0867 -3.7361 0.0 0.0 0.0
C -6.0942 2.0436 -3.7093 0.0 0.0 0.0
C -5.7609 0.8567 -3.0712 0.0 0.0 0.0
C -4.5214 0.7143 -2.4622 0.0 0.0 0.0
C -2.1385 2.4484 -0.5912 0.0 -0.1 -0.1
N -0.9872 2.3514 0.1078 -0.4 0.2 -0.1
C -1.1732 3.0670 1.2670 0.1 0.0 0.1
C -0.1641 3.2491 2.2139 0.0 0.1 0.0
C -0.4755 4.0985 3.3989 0.0 0.0 -0.1
C -1.2170 3.5943 4.4621 0.0 0.0 0.1
C -1.5664 4.4075 5.5332 0.0 0.0 0.0
C -1.1786 5.7388 5.5514 0.0 0.0 0.0
C -0.4338 6.2514 4.4958 0.0 0.0 0.0
C -0.0866 5.4369 3.4285 0.0 0.0 0.0
C 1.1488 2.8456 1.9719 0.1 0.1 -0.1
C 2.2897 3.3674 2.6851 -0.1 0.0 0.0
C 3.3791 3.0776 1.9406 0.0 -0.1 -0.1
C 2.9206 2.2911 0.8184 0.1 0.0 0.0
N 1.5607 2.1369 0.8737 -0.1 -0.1 0.1
C 3.7600 1.7590 -0.1456 -0.1 -0.1 0.1
C 3.4331 0.7423 -1.0749 0.1 0.0 0.1
C 4.4355 0.0435 -1.7869 0.0 0.0 0.0
C 3.7993 -0.9815 -2.4552 0.0 -0.1 0.1
C 2.4384 -0.8696 -2.1469 -0.1 0.0 -0.1
N 2.1923 0.1864 -1.3075 0.2 0.0 0.1
C 5.1555 2.2885 -0.2022 0.0 0.0 0.1
C 6.1623 1.8106 0.6294 0.0 0.0 0.0
C 7.4477 2.3339 0.5610 0.0 0.0 0.0
C 7.7413 3.3421 -0.3448 0.0 0.0 0.0
C 6.7429 3.8230 -1.1832 0.0 0.0 0.0
C 5.4611 3.2986 -1.1117 0.0 0.0 0.0
C -2.4742 3.6373 1.2688 -0.1 0.0 0.0
C -3.0773 3.2543 0.0865 0.0 0.0 0.1
N -0.1089 -1.5527 -1.0218 -0.1 0.3 -0.1
H 2.1638 -2.4522 -8.1249 0.0 0.0 0.0
H 1.2015 -4.2166 -6.6780 0.0 0.0 0.0
H 0.8562 -3.7802 -4.2661 0.0 0.0 0.0
H 2.4510 0.1459 -4.7279 0.0 0.0 0.0
H 2.7886 -0.2676 -7.1396 0.0 0.0 0.0
H -1.2620 -2.0046 -4.1677 -0.1 0.0 0.0
H -2.3784 0.1084 -3.8465 0.0 0.0 0.0
H -3.2267 3.7579 -3.1337 0.0 0.0 0.0
H -5.4270 4.0157 -4.2345 0.0 0.0 0.0
H -7.0626 2.1568 -4.1811 0.0 0.0 0.0
H -6.4701 0.0382 -3.0431 0.0 0.0 0.0
H -4.2570 -0.2111 -1.9632 0.0 0.0 0.0
H -1.5249 2.5557 4.4427 0.0 0.0 0.0
H -2.1458 3.9992 6.3518 0.0 0.0 0.0
H -1.4606 6.3772 6.3793 0.0 0.0 0.0
H -0.1307 7.2911 4.4998 0.0 0.0 0.0
H 0.4872 5.8321 2.5991 0.0 0.0 0.0
H 2.2431 3.9151 3.6126 0.0 0.0 0.0
H 4.4066 3.3349 2.1396 0.0 0.0 0.0
H 5.4886 0.2725 -1.7649 0.0 0.0 0.0
H 4.2329 -1.7308 -3.0991 0.0 0.0 0.0
H 5.9317 1.0201 1.3335 0.0 0.0 0.0
H 8.2204 1.9508 1.2161 0.0 0.0 0.0
H 8.7429 3.7500 -0.4002 0.0 0.0 0.0
H 6.9629 4.6108 -1.8929 0.0 0.0 0.0
H 4.6780 3.6689 -1.7619 0.0 0.0 0.0
H -2.8820 4.2624 2.0481 0.0 0.0 0.0
H -4.0747 3.4852 -0.2526 0.0 0.0 0.0
O -0.3285 -1.7642 2.4141 -0.3 0.6 0.3
N -0.0112 -0.8632 1.6689 -0.1 0.2 0.1
O 1.1477 -0.7113 1.2003 -0.1 -0.2 0.4
O -0.8475 -0.0016 1.2397 -0.5 -1.0 1.2
O -2.9368 -3.5098 -0.8159 -0.1 0.0 0.0
C -1.8015 -3.1948 -0.5876 -0.1 0.1 0.1
O -1.4735 -1.8833 -0.7261 0.1 -0.2 0.0
C -0.8658 -4.2302 0.0422 0.0 0.0 0.1
N 0.5378 -3.8747 0.2962 -0.1 0.0 -0.2
C 0.8852 -4.2064 1.6944 0.3 0.0 0.1
C -0.2299 -5.1292 2.1742 0.0 0.1 0.0
C -1.4383 -4.5580 1.4410 0.0 -0.1 0.0
H -0.9514 -5.1102 -0.6002 0.0 0.0 0.0
H 0.4360 -2.2835 -0.5432 0.3 0.2 0.3
H 1.1529 -4.3283 -0.3632 0.0 -0.1 0.0
H 0.8903 -3.2884 2.2849 0.2 -0.4 -0.2
H 1.8797 -4.6484 1.7427 0.0 -0.1 -0.1
H -0.3483 -5.1090 3.2573 0.0 0.0 0.0
H -0.0470 -6.1603 1.8589 0.0 0.0 0.0
H -1.7599 -3.6331 1.9246 0.0 -0.1 0.0
H -2.2895 -5.2302 1.3676 0.0 0.0 0.0
C -5.5427 1.1997 1.8195 0.0 0.0 -0.1
Sb -4.1392 -0.3717 1.3296 -0.1 0.1 0.1
C -5.5783 -1.9264 1.7790 0.0 0.0 -0.1
C -3.3666 -0.3985 3.3402 0.0 0.0 0.0
H -6.2659 0.8316 2.5485 0.0 0.0 0.0
H -6.0667 1.5416 0.9264 0.0 0.0 0.0
H -4.9925 2.0425 2.2377 0.0 0.0 0.0
H -6.0634 -1.7189 2.7336 0.0 0.0 0.0
H -5.0744 -2.8925 1.8275 0.0 0.0 0.0
H -6.3313 -1.9793 0.9919 0.0 0.0 0.0
H -2.9116 -1.3645 3.5544 0.0 0.0 0.0
H -4.1812 -0.2045 4.0394 0.0 0.0 0.0
H -2.5988 0.3687 3.4394 0.0 0.0 0.0

***

Entry 2:
108
Properties=species:S:1:pos:R:3:forces:R:3 method="wB97M-V/def2-TZVPD" lumo_energy_ev=-0.182 homo_ev=-6.580 relative_energy_ev=1.893 multiplicity=1 orbital_gap_ha=0.2351
Sn -0.1723 0.9502 0.8399 0.3 0.2 0.5
O -0.7934 -1.1093 -1.2190 -1.4 -0.1 -0.1
S 0.6824 -1.2054 -1.2517 0.5 -0.8 -0.9
C 1.0055 -2.9467 -0.8784 0.0 0.3 -0.1
C 0.1501 -3.8775 -1.4210 0.0 0.3 0.0
C 0.3492 -5.2615 -1.2919 0.1 -0.1 0.1
C 1.4708 -5.6935 -0.6362 0.0 0.2 0.0
C 2.0303 -7.0662 -0.3914 -0.1 -0.2 0.0
C 3.3389 -6.8368 0.4029 0.1 -0.2 0.0
C 3.4258 -5.3497 0.5835 0.1 0.3 0.0
C 4.3568 -4.5552 1.1932 0.0 -0.3 -0.1
C 4.1278 -3.1720 1.2302 -0.2 0.1 -0.3
C 3.0267 -2.5683 0.6550 0.3 0.2 0.4
P 2.7382 -0.7951 0.9926 0.4 0.0 0.1
C 4.2065 -0.1601 0.1032 -0.1 0.0 0.2
C 5.2137 0.5958 0.6862 -0.1 -0.1 0.0
C 6.2311 1.1119 -0.0978 0.1 0.1 0.0
C 6.2479 0.8889 -1.4638 0.1 0.1 0.0
C 5.2555 0.1187 -2.0469 -0.1 0.0 -0.1
C 4.2380 -0.3987 -1.2699 0.0 0.0 0.2
C 3.1134 -0.6164 2.7733 -0.1 -0.1 -0.2
C 3.1311 0.6982 3.2392 0.1 0.1 -0.1
C 3.1762 0.9704 4.5924 0.0 0.1 0.1
C 3.1418 -0.0672 5.5089 0.0 -0.1 0.1
C 3.0925 -1.3759 5.0581 0.0 0.0 0.1
C 3.0874 -1.6531 3.7025 0.1 0.1 0.0
C 2.1078 -3.3525 -0.0882 0.2 -0.3 0.2
C 2.3226 -4.7445 -0.0444 0.0 0.1 -0.1
C 1.0638 -1.2064 -3.0300 0.2 -0.4 0.6
C 1.7099 -2.2708 -3.6078 -0.1 0.0 0.1
C 1.9758 -2.3512 -4.9842 0.0 0.1 -0.3
C 1.6266 -1.2931 -5.7695 0.1 -0.1 0.2
C 1.7206 -1.0739 -7.2509 0.0 -0.1 -0.2
C 1.4217 0.4292 -7.4424 0.1 0.1 -0.2
C 0.9240 0.8863 -6.1042 -0.2 0.1 0.2
C 0.4538 2.0950 -5.6789 0.1 -0.2 -0.2
C 0.0986 2.2183 -4.3319 0.0 -0.1 0.2
C 0.1759 1.1946 -3.4020 -0.1 0.2 0.1
P -0.5890 1.6384 -1.7852 -0.2 0.9 -0.3
C -2.3393 1.9066 -2.2262 0.1 -0.2 0.2
C -2.7849 2.9550 -3.0281 0.0 -0.1 -0.1
C -4.1394 3.1766 -3.1911 0.0 0.1 -0.1
C -5.0633 2.3632 -2.5560 0.0 0.0 0.0
C -4.6252 1.3086 -1.7750 -0.1 -0.1 0.0
C -3.2711 1.0771 -1.6134 0.2 0.0 -0.1
C 0.0463 3.3210 -1.5821 -0.4 0.1 0.0
C -0.6984 4.3782 -1.2285 -0.1 -0.4 -0.3
C -0.0747 5.6365 -0.8211 -0.2 0.3 1.2
C 1.3069 5.8022 -1.2798 0.3 0.0 -0.1
C 2.0579 4.7417 -1.5804 0.0 0.3 0.0
C 1.5182 3.3798 -1.4760 0.4 -0.8 0.6
C 0.7334 -0.0547 -3.7959 0.0 0.2 -0.4
C 1.0693 -0.1496 -5.1652 -0.1 -0.1 0.2
H -0.6977 -3.5201 -1.9857 -0.1 0.1 -0.1
H -0.3600 -5.9472 -1.7318 0.0 -0.1 -0.1
H 2.2020 -7.5910 -1.3332 0.0 0.0 0.1
H 1.3312 -7.6641 0.1933 -0.1 -0.1 -0.1
H 4.2154 -7.2027 -0.1343 0.0 -0.1 0.0
H 3.3064 -7.3498 1.3653 0.1 0.0 0.0
H 5.2399 -4.9616 1.6627 0.1 -0.1 0.1
H 4.8372 -2.5449 1.7534 0.0 0.0 0.0
H 5.2065 0.7789 1.7510 0.0 0.0 0.0
H 7.0117 1.6982 0.3638 0.1 0.1 0.0
H 7.0279 1.3197 -2.0733 0.1 0.0 -0.1
H 5.2716 -0.0751 -3.1102 0.0 0.0 -0.1
H 3.4627 -1.0012 -1.7276 0.0 0.0 -0.1
H 3.0981 1.5144 2.5237 0.0 0.0 0.1
H 3.2124 1.9943 4.9320 0.0 0.1 0.0
H 3.1319 0.1409 6.5691 0.0 0.0 0.1
H 3.0369 -2.1910 5.7671 0.0 0.0 0.0
H 3.0532 -2.6817 3.3774 -0.1 0.0 0.0
H 2.0230 -3.1000 -2.9930 0.0 -0.1 0.0
H 2.4397 -3.2409 -5.3797 0.1 -0.1 -0.1
H 0.9619 -1.6890 -7.7441 0.1 0.0 0.0
H 2.6893 -1.3586 -7.6604 0.0 -0.1 0.0
H 0.6971 0.6130 -8.2364 0.0 0.0 0.0
H 2.3341 0.9761 -7.6951 -0.1 0.0 -0.1
H 0.3460 2.9432 -6.3367 0.0 0.1 -0.1
H -0.2424 3.1855 -3.9927 0.0 0.0 0.0
H -2.0927 3.6267 -3.5117 0.0 0.0 0.0
H -4.4730 4.0069 -3.7978 0.0 0.0 0.0
H -6.1197 2.5612 -2.6619 -0.1 0.0 0.0
H -5.3384 0.6787 -1.2680 -0.1 -0.1 0.1
H -2.9132 0.2565 -1.0075 -0.1 -0.1 0.1
H -1.7781 4.3211 -1.1937 0.0 0.0 0.1
H -0.7131 6.5089 -0.9598 0.1 -0.1 0.0
H 1.6916 6.8074 -1.3495 0.2 0.1 0.0
H 3.0788 4.8497 -1.9145 0.1 0.1 0.0
H 2.0311 2.6679 -2.1311 -0.1 0.3 0.0
Se -2.1393 2.5220 1.6722 0.0 0.2 0.1
Se -1.9419 4.8662 1.9589 -0.7 -0.1 0.0
Se 0.0916 5.5640 1.3284 0.5 0.3 -1.0
Se 1.9326 2.5713 0.4020 0.0 0.2 -0.6
C 0.0888 -2.7181 2.8849 -0.3 0.2 -0.3
C -1.0761 -2.8691 1.9298 0.2 -0.3 0.0
O -1.8565 -1.7028 1.9558 -0.3 0.1 0.3
C -3.0354 -1.8401 1.1871 -0.2 -0.1 -0.1
C -4.0162 -0.7425 1.5496 0.4 -0.2 0.0
H 0.7366 -3.5889 2.8168 0.1 -0.1 0.0
H -0.2713 -2.6031 3.9030 0.0 0.0 0.2
H 0.6566 -1.8242 2.6323 0.0 0.0 0.0
H -1.6959 -3.7328 2.2238 0.0 0.0 0.0
H -0.7153 -3.0541 0.9078 -0.1 0.0 0.2
H -3.4838 -2.8265 1.3897 0.0 0.1 -0.1
H -2.7747 -1.8034 0.1200 0.0 0.0 0.0
H -4.3149 -0.8340 2.5906 -0.1 0.0 0.1
H -4.8951 -0.8161 0.9153 -0.2 0.0 -0.1
H -3.5548 0.2349 1.4121 -0.1 0.0 0.0

***

> Among the records above, which one has the lowest multiplicity?

C52H46O2P2SSe4Sn

***

> Which of these has the lowest multiplicity?

C52H46O2P2SSe4Sn

***

> Which of these has the lowest multiplicity?

C52H46O2P2SSe4Sn